Here is the ion CH3O2S2 with charge -1 at a distorted geometry from the Open Molecules 2025 dataset. Energies are from ωB97M-V/def2-TZVPD.

Output
Net charge ... -1
HOMO-LUMO gap ... 0.2611 hartree
E_LUMO ... 0.1428 hartree
Relative energy (zero: lowest compared OMol25 entry of this formula, charge and spin) ... 74.79 kcal per mole
HOMO level ... -3.22 eV

Structure (XYZ):
```
8
Properties=species:S:1:pos:R:3:forces:R:3:mulliken_charge:R:1
C -0.898278 0.611361 -0.409909 1.2711 -2.7491 -3.5311 -0.27
O -1.744465 -0.498262 -0.421807 -2.0775 -0.5576 0.7420 -0.50
O 0.075227 -0.932769 1.479813 -1.0578 -0.4255 0.6701 -0.59
S 2.220250 -0.708840 -0.197437 1.8598 1.3711 0.3341 -0.60
S -0.050408 -0.891938 0.011611 -0.1520 0.2458 0.6604 0.43
H -1.213568 1.388644 0.189538 0.0458 1.7296 1.5259 0.30
H -0.609378 0.782670 -1.463011 -0.0814 1.2493 0.4197 0.16
H 2.220620 0.249134 0.811204 0.1921 -0.8636 -0.8209 0.07
```
Positions in Å, forces in eV/Å.

=====

Here is a cluster of 2 separate species, C9H14O in total at a distorted geometry from the Open Molecules 2025 dataset. Energies are from ωB97M-V/def2-TZVPD.

Output
Net charge ... 0
HOMO-LUMO gap ... 0.3357 hartree
E_LUMO ... 0.0316 hartree
Relative energy (zero: lowest compared OMol25 entry of this formula, charge and spin) ... 23.03 kcal per mole
HOMO level ... -8.27 eV

Structure (XYZ):
```
24
Properties=species:S:1:pos:R:3:forces:R:3:mulliken_charge:R:1
C -2.183900 1.184534 0.450361 0.0310 0.5040 0.2298 -1.29
C -1.254678 0.877716 -0.690592 -0.2807 -0.2289 -0.6313 0.52
C -1.756317 0.176432 -1.807157 0.0653 1.2408 -0.6077 -0.47
C -0.897566 -0.200958 -2.826852 0.8676 -0.3078 1.1160 -0.80
C 0.482431 -0.135168 -2.547277 -0.1423 -0.2269 -1.2932 1.05
O 1.269531 -0.701469 -3.525698 -0.8493 -0.3400 0.1130 -0.52
C 1.021872 0.537655 -1.468150 -0.9169 -0.1574 -0.4325 -0.68
C 0.082835 1.196882 -0.673772 0.5427 -0.2529 1.4586 -0.37
H -3.094545 0.644327 0.202245 -0.3759 0.3515 0.4191 0.35
H -2.360495 2.258080 0.639631 -0.1711 -0.3267 -0.4532 0.33
H -1.825406 0.827796 1.426923 0.0901 -0.2516 -0.4003 0.25
H -2.828578 0.262169 -1.980725 0.0655 -0.7272 0.1490 0.31
H -1.159304 -0.663327 -3.767677 -0.3673 0.0772 0.0635 0.38
H 2.173422 -0.488481 -3.361702 1.0245 0.2186 0.1553 0.29
H 2.078791 0.417966 -1.247506 -0.0501 0.6905 -0.0654 0.26
H 0.366453 1.901344 0.099656 0.4768 -0.2694 0.2178 0.39
C 1.591589 -0.576871 3.101192 1.0491 -0.3677 1.0806 -0.94
C 0.756283 -1.418520 2.126241 1.8288 0.1404 -0.2077 -0.51
H 2.082721 -1.266047 3.811765 -0.3370 0.2049 -0.0253 0.32
H 2.477357 -0.055184 2.715560 -0.5117 0.0753 -0.5846 0.28
H 1.062870 0.147660 3.722113 -0.3036 -0.1088 -0.1932 0.28
H -0.141140 -0.914707 1.810148 -0.4999 -0.2773 0.0104 0.05
H 0.673783 -2.419841 2.550764 -0.9021 0.1918 -0.0291 0.34
H 1.381986 -1.591992 1.240501 -0.3337 0.1477 -0.0897 0.18
```
Positions in Å, forces in eV/Å.

=====

Here is a structure of composition C10H21N3PPm at a distorted geometry from the Open Molecules 2025 dataset. Energies are from ωB97M-V/def2-TZVPD.

Output
Spin multiplicity ... 5
Net charge ... 0
HOMO-LUMO gap (spin up / spin down) ... 0.1440 / 0.1245 hartree
E_LUMO (spin up / spin down) ... 0.0036 / 0.0125 hartree
Expectation value of S² ... 6.36
HOMO level (spin up / spin down) ... -3.82 / -3.05 eV

Structure (XYZ):
```
36
Properties=species:S:1:pos:R:3:forces:R:3:mulliken_spin:R:1
C -1.672081 -1.114587 -1.120291 0.0564 -0.9210 -0.3818 0.02
C -0.530976 -1.306459 -1.957372 -0.4739 -0.8211 1.3334 0.01
C 0.389203 -2.122024 -1.225226 -0.4960 -0.3741 -0.5316 0.05
C -0.202200 -2.478269 0.026421 -0.5232 0.6885 -0.5451 0.03
C -1.483628 -1.839457 0.093990 0.0812 -0.2880 -0.6894 0.01
Pm 0.328139 -0.024715 0.080469 0.2541 0.8711 0.4742 3.71
P -1.167232 2.158520 0.761387 0.0396 0.0295 0.2307 0.12
H -2.562468 -0.565620 -1.387738 0.0044 0.0433 0.0017 0.00
H -0.368766 -0.835847 -2.904211 0.1056 0.0595 -0.3811 -0.01
H 1.425741 -2.267468 -1.496172 -0.0683 -0.3719 -0.2028 -0.01
H -2.181735 -1.889152 0.906507 -0.1531 -0.0880 0.1163 -0.02
H 0.284394 -2.956505 0.855676 0.0996 -0.4558 0.0525 -0.02
H -2.074265 2.067658 1.886908 0.1238 0.8758 -0.8719 0.00
H -1.881406 2.881916 -0.274976 -0.3402 0.2614 0.8566 -0.02
H -0.228688 3.173358 1.215094 -0.8790 -0.4613 -0.1245 -0.01
C 3.456653 3.675778 0.038335 -0.2397 -0.4275 0.1111 0.00
N 3.678783 2.765945 1.189057 1.4095 1.3992 -0.1189 -0.02
C 4.830064 3.080836 2.026821 -0.0891 0.0576 -0.1074 -0.01
C 2.878661 1.709110 1.327409 -2.3445 -1.1364 -0.8711 0.08
N 1.911536 1.570192 0.410260 1.5416 1.5270 0.3816 0.08
N 2.947569 0.710739 2.274623 0.1205 0.0889 -0.3624 0.00
C 3.841518 0.604923 3.421942 -0.2693 -0.6235 0.1995 -0.06
C 1.997257 -0.416208 2.187004 1.2025 -0.1171 -0.0862 0.25
H 4.246408 4.422653 0.059977 -0.1682 -0.0127 -0.0953 0.00
H 2.473176 4.187053 0.104289 0.5327 -0.1412 0.0623 -0.01
H 3.496528 3.132866 -0.929736 0.0899 0.2652 0.5689 -0.01
H 4.503082 3.330555 3.048466 0.3293 0.0178 -0.2734 0.00
H 5.547803 2.245322 2.029749 -0.1166 0.4358 0.0921 -0.01
H 5.301014 3.960926 1.575656 0.0708 -0.3295 0.4026 0.00
H 1.807074 2.430073 -0.173675 0.1107 -1.3985 0.7619 -0.01
H 3.227236 0.490132 4.333953 0.2961 0.2236 -0.2764 0.01
H 4.438868 -0.318891 3.322595 -0.0328 0.4154 0.0596 0.00
H 4.495492 1.456700 3.527656 -0.1074 -0.1938 0.1340 0.00
H 0.944924 -0.087721 2.375880 -0.3308 0.3054 -0.0901 -0.15
H 2.165938 -1.023491 1.266009 0.1205 0.3442 0.2971 -0.05
H 2.211543 -1.113278 3.002659 0.0436 0.2523 -0.1267 0.03
```
Positions in Å, forces in eV/Å.

=====

Here is a cluster of 2 separate species, H6N2O in total at a distorted geometry from the Open Molecules 2025 dataset. Energies are from ωB97M-V/def2-TZVPD.

Output
Net charge ... 0
HOMO-LUMO gap ... 0.4064 hartree
E_LUMO ... 0.0366 hartree
Relative energy (zero: lowest compared OMol25 entry of this formula, charge and spin) ... 23.13 kcal per mole
HOMO level ... -10.06 eV

Structure (XYZ):
```
9
Properties=species:S:1:pos:R:3:forces:R:3:mulliken_charge:R:1
N 1.294030 0.538681 -0.217101 -0.5554 1.8545 1.4743 -0.42
O 2.078398 -0.555360 0.075596 1.7040 -3.8755 -1.5521 -0.42
H 0.718080 0.575898 0.666334 0.3649 0.3036 -1.3499 0.24
H 2.005985 1.273147 -0.054606 -0.9765 0.2115 -0.3812 0.26
H 2.189833 -1.116096 -0.768179 -0.5313 1.5068 1.8294 0.33
N -2.216414 -0.140162 -0.186379 0.0511 -1.1119 -0.0081 -0.66
H -2.716682 -0.584039 0.566019 -0.8059 0.3921 0.3760 0.22
H -1.419311 -0.770473 -0.190663 0.5004 0.5638 -0.5458 0.23
H -1.933916 0.778404 0.108979 0.2487 0.1551 0.1575 0.22
```
Positions in Å, forces in eV/Å.